No. 1
DFT (ωB97M-V with the def2-TZVPD basis set) results for one molecule with the formula C22H32N2O2.

Geometry as XYZ:
```
58
Properties=species:S:1:pos:R:3:forces:R:3:mulliken_charge:R:1
H -2.8086 -1.9856 -1.7115 -0.046 0.054 -0.039 0.477
H -2.7748 0.2488 1.7612 -0.049 0.065 -0.027 0.478
H -8.3991 1.3346 -1.1490 -0.079 0.031 -0.053 0.439
H 9.3812 -0.0226 1.7863 0.066 -0.006 -0.035 0.332
H -3.2008 1.0595 0.2380 0.003 -0.039 0.082 0.312
H 3.2882 -1.9856 0.5505 0.005 -0.094 0.027 0.427
H -6.6774 1.1472 -1.4792 0.065 0.017 -0.131 0.371
H 8.4066 -1.1222 -0.5719 0.016 -0.057 0.120 0.307
H 4.9427 1.1744 -1.7835 0.096 0.083 -0.022 0.427
H -4.0654 -2.6258 0.1182 -0.001 0.010 0.101 0.444
H -0.4745 -1.4619 -1.1780 -0.008 -0.042 -0.028 0.206
O 5.8139 -2.2592 -0.4795 -0.045 -0.227 0.041 -0.667
H -8.3076 -0.0039 2.3347 -0.043 -0.041 0.126 0.375
C -7.5280 0.7109 -0.9606 0.109 0.111 0.283 -1.685
H 5.4785 1.3026 0.9410 0.102 0.032 -0.062 0.390
H -9.3660 0.6142 1.0641 -0.119 0.039 0.015 0.404
H -0.4566 -0.0183 1.0373 0.012 0.011 0.046 0.140
C 2.8271 1.1756 -1.5606 -0.208 0.023 0.004 -0.658
O 0.5294 1.1740 -1.3252 0.281 0.054 -0.017 -0.373
C 7.9252 -0.7863 0.3501 0.235 -0.419 -0.087 -0.661
C -0.7608 0.6837 -0.9961 -0.440 -0.272 0.186 -0.345
H -8.6467 -0.9922 0.9123 -0.031 -0.115 -0.025 0.345
C -8.4736 0.0241 1.2601 0.150 0.197 -0.028 -1.432
H 7.8675 2.2145 1.8574 -0.030 0.036 0.053 0.357
H 7.1980 0.7332 2.5638 -0.037 0.006 0.040 0.322
C 4.2754 -0.4520 -0.5496 -0.261 -0.138 -0.034 0.153
C 1.8805 -0.5914 -0.2455 -0.359 0.016 0.026 0.071
H -0.9061 1.6860 0.9092 0.026 0.020 0.004 0.361
H -1.4090 1.4322 -1.4762 0.046 -0.180 0.109 0.349
C 4.0929 0.6864 -1.3304 -0.050 -0.145 0.112 -0.232
H -5.8096 -0.1629 1.9569 0.123 -0.075 0.169 0.281
N -2.7727 -1.0185 0.1225 -0.002 -0.027 0.000 0.165
H 2.6744 2.0515 -2.1718 -0.023 0.086 -0.078 0.449
C 6.4850 1.1184 0.5624 -0.149 0.464 0.184 -0.552
H 7.8060 -1.6604 0.9992 0.046 0.054 -0.088 0.308
H -7.1165 1.6464 0.9220 -0.012 -0.067 -0.014 0.213
C -6.0369 -0.1640 0.8964 -0.202 0.200 -0.046 -0.624
C -2.5623 -0.9990 -1.3119 0.250 -0.087 -0.031 -0.636
C -2.5466 0.2941 0.6940 0.229 0.048 0.060 -0.588
C 5.6150 -1.0654 -0.3220 -0.026 0.085 -0.084 0.158
C -5.2613 -0.8554 0.0786 0.219 -0.118 0.068 0.297
C -7.2632 0.6272 0.5393 -0.119 -0.094 -0.141 0.900
H -4.0289 -1.6820 1.6192 -0.063 -0.063 -0.037 0.400
C -1.0981 -0.6789 -1.6047 -0.025 0.266 -0.091 -0.628
H -5.4553 -0.8831 -0.9837 -0.157 0.093 -0.190 0.311
C -4.0406 -1.6107 0.5278 -0.037 -0.050 0.039 -1.565
C -1.0843 0.6900 0.5001 -0.017 0.155 -0.208 -0.559
H 6.7008 1.8467 -0.2298 -0.074 0.040 0.091 0.208
C 7.5618 1.1925 1.6440 -0.003 0.018 -0.150 -0.719
H -3.2005 -0.2505 -1.8151 -0.034 -0.067 -0.010 0.303
C 8.6816 0.3470 1.0398 -0.119 0.005 0.011 -0.529
C 3.1545 -1.0865 -0.0324 0.306 0.095 -0.062 -1.423
H 9.2347 0.9341 0.3057 0.049 0.023 0.002 0.294
H -0.9255 -0.6517 -2.6821 0.027 0.006 -0.022 0.370
C 1.6974 0.5525 -1.0168 0.299 0.109 -0.107 0.816
N 6.6112 -0.2316 0.0535 0.200 -0.016 0.033 0.157
H -7.7215 -0.2774 -1.3710 -0.019 -0.117 -0.095 0.354
H 1.0494 -1.1177 0.1923 -0.074 0.004 0.008 0.405
```
Positions in Å, forces in eV/Å.

Properties
* net charge: 0
* energy relative to the best compared isomer or geometry (same formula, charge and spin): 220.91 kJ/mol
* SMILES: CC(C)/C=C/CN1CCC(Oc2ccc(C(=O)N3CCCC3)cc2)CC1
* Kohn-Sham gap: 9.2 eV
* E_HOMO: -8.35 eV

No. 2
DFT (ωB97M-V with the def2-TZVPD basis set) results for a 2-piece molecular cluster, C4H9N overall.

Geometry as XYZ:
```
14
Properties=species:S:1:pos:R:3:forces:R:3:mulliken_charge:R:1
H -1.0598 -1.7572 -0.6555 -0.134 -0.139 -0.134 0.267
H 2.1491 0.4191 1.0223 -0.113 0.180 0.164 0.243
H -1.6517 1.0147 1.4080 -0.086 0.088 0.055 0.219
H -2.8332 -1.6270 -0.4997 0.034 -0.195 -0.014 0.282
C 3.0577 0.3385 0.4376 -0.300 -0.105 -0.181 -0.249
H 3.8606 1.0452 0.6342 0.129 0.048 0.141 0.220
C -1.8010 0.2343 -0.5277 0.139 0.525 0.081 0.159
H -1.7975 0.5064 -1.5798 -0.145 -0.201 -0.058 0.283
N 3.0977 -0.5527 -0.4552 0.038 -0.109 0.214 -0.449
C -1.7078 1.2304 0.3466 -0.018 -0.476 0.101 -0.793
H -1.7591 -1.3586 0.8966 -0.156 -0.015 0.119 0.296
C -1.8775 -1.2182 -0.1750 0.315 0.320 -0.053 -0.975
H -1.6852 2.2659 0.0477 0.077 0.098 -0.088 0.261
H 4.0077 -0.5408 -0.9001 0.219 -0.019 -0.347 0.235
```
Positions in Å, forces in eV/Å.

Properties
* net charge: 0
* energy relative to the best compared isomer or geometry (same formula, charge and spin): 138.17 kJ/mol
* SMILES: C=CC.C=N
* Kohn-Sham gap: 10.7 eV
* E_HOMO: -9.57 eV

No. 3
DFT (ωB97M-V with the def2-TZVPD basis set) results for C9H13O6 as an isolated structure at a distorted geometry.

Geometry as XYZ:
```
28
Properties=species:S:1:pos:R:3:forces:R:3:mulliken_charge:R:1
C 1.3403 0.4314 -0.5267 -0.580 -0.290 -0.108 0.270
C -2.8854 1.7542 0.4933 -0.003 -0.072 0.207 -1.755
H 0.5137 -2.9064 -1.5428 0.148 0.069 0.173 0.319
H 2.0593 -2.2234 -0.9356 -0.114 -0.101 -0.106 0.265
O -1.7909 -0.4790 1.8152 -0.244 -1.091 0.655 -0.588
H -1.3137 -1.0685 2.4296 -0.347 0.430 -0.377 0.420
C -0.6345 2.0223 -0.6724 0.032 -0.268 -0.325 -0.919
H 1.2843 2.4075 -1.4678 -0.289 -0.138 0.090 0.403
C -1.6017 1.0685 0.0059 -0.129 0.125 0.171 1.732
O -1.0205 -1.0270 -0.9421 -2.045 1.812 -1.495 -0.364
C 1.1570 -2.7782 -0.6656 0.405 -0.446 -0.064 -1.282
H 1.4811 -3.7660 -0.3312 -0.007 0.009 -0.123 0.414
O 4.9371 1.5862 -0.9416 0.169 -1.597 2.155 -0.022
H -3.3784 2.2574 -0.3425 0.134 -0.107 -0.026 0.443
O 2.1430 0.4442 0.4422 -0.299 -0.157 -0.458 -0.559
O 5.0213 0.8550 0.0470 -0.142 1.601 -2.162 0.017
H -1.0709 2.9497 -1.0432 0.180 -0.089 0.134 0.369
H -3.5784 1.0159 0.9074 0.241 0.140 -0.060 0.412
H -2.6837 2.5164 1.2485 0.186 -0.117 -0.013 0.352
C 0.6271 1.7023 -0.9476 0.198 0.180 0.312 -0.658
C 0.4452 -2.0838 0.4732 0.104 0.536 0.327 -0.455
O -2.1067 0.1251 -0.9292 1.391 -1.892 -0.558 -0.339
H -0.3633 -2.7282 0.8550 0.045 0.355 -0.161 0.430
C -0.8700 0.1627 1.0014 0.992 1.185 0.364 -0.638
H 1.4485 -0.2992 -1.3620 0.407 0.363 0.131 0.336
H 1.1411 -1.8981 1.3011 -0.092 0.086 -0.204 0.290
C -0.1543 -0.7533 0.0113 -0.308 -0.526 1.816 0.595
H -0.1466 0.7124 1.6193 -0.033 0.002 -0.295 0.515
```
Positions in Å, forces in eV/Å.

Properties
* net charge: 0
* spin multiplicity: 2
* energy relative to the best compared isomer or geometry (same formula, charge and spin): 0.00 kJ/mol
* Kohn-Sham gap (alpha / beta): 8.3 / 8.0 eV
* E_HOMO (alpha / beta): -9.46 / -8.37 eV

No. 4
DFT (ωB97M-V with the def2-TZVPD basis set) results for one molecule with the formula C7H11NO at a distorted geometry.

Geometry as XYZ:
```
20
Properties=species:S:1:pos:R:3:forces:R:3:mulliken_charge:R:1
C -0.2597 0.0620 1.3449 -0.399 0.034 0.988 -0.865
C 0.3433 1.8046 -0.1316 -0.086 2.098 -0.886 -0.501
H -0.1046 2.6757 0.4439 0.249 -1.193 -0.587 0.302
H 2.1401 0.1312 -1.1405 -0.837 -0.501 1.058 0.305
H -3.0345 -0.6530 1.0148 1.367 -0.323 -2.194 0.272
H 1.7777 1.0131 1.4337 -0.659 -0.161 -0.660 0.409
C -1.0380 -0.1414 0.0924 -0.131 0.819 -1.699 1.014
H 1.6559 -2.2257 -0.5741 0.064 0.125 0.143 0.340
C 0.9516 0.7337 0.7372 1.880 -0.701 -0.364 -0.460
H 1.0633 2.3116 -0.8923 -1.086 -1.120 1.198 0.317
C -0.0978 -0.2965 -1.0746 0.868 -1.002 0.766 -0.345
C -2.3534 -0.8578 0.0607 -0.142 -2.508 1.768 -1.295
H -2.8838 -0.7113 -0.8861 -0.030 0.079 0.381 0.381
H -0.0369 -0.8969 1.7732 0.429 -0.581 0.214 0.351
C 1.3645 -0.2973 -0.4187 -0.965 0.830 -0.497 0.042
H -2.0229 -2.0472 0.0986 -1.176 2.844 0.033 0.214
H -0.7951 0.6034 2.1701 0.403 0.042 -1.000 0.391
N -0.7148 1.0242 -0.8656 -0.019 -0.472 0.650 -0.675
O 1.7724 -1.5584 0.1147 -0.305 0.531 -0.456 -0.526
H -0.3983 -0.9471 -1.9618 0.574 1.161 1.145 0.330
```
Positions in Å, forces in eV/Å.

Properties
* net charge: 0
* energy relative to the best compared isomer or geometry (same formula, charge and spin): 213.68 kJ/mol
* SMILES: C[C@]12C[C@@H]3CN1[C@H]2[C@@H]3O
* Kohn-Sham gap: 9.9 eV
* E_HOMO: -9.11 eV

No. 5
DFT (ωB97M-V with the def2-TZVPD basis set) results for C27H17BrI2N3O5RhS as an isolated structure.

Geometry as XYZ:
```
57
Properties=species:S:1:pos:R:3:forces:R:3:mulliken_charge:R:1
C -0.4051 -5.2523 -2.8553 -0.004 0.076 -0.018 -0.430
C -2.8218 3.5490 -0.4445 0.226 -0.056 0.061 -1.238
H -0.7534 3.5667 0.0410 0.021 -0.064 -0.005 0.485
C 0.2709 0.2934 3.1225 -0.021 -0.063 -0.002 -0.253
I -3.2038 -3.4737 0.1729 -0.071 0.112 -0.081 0.044
C 0.6756 2.9501 3.8185 0.021 0.005 -0.065 -0.764
H 5.4641 0.2616 1.3137 -0.007 -0.024 -0.016 0.311
O 6.3819 1.8363 -0.6767 0.090 0.086 -0.054 -0.531
C -0.0997 -2.9172 -2.6312 0.125 0.292 0.261 0.065
H 0.3774 -6.4474 -1.2552 -0.001 -0.009 -0.050 0.396
H -5.6007 -1.6188 -0.6092 -0.017 0.014 0.034 0.366
Rh 0.3657 0.5760 0.2533 -0.743 -0.316 -0.047 0.355
C -1.6363 2.9662 -0.1232 -0.211 0.322 -0.002 -0.606
H 0.8353 3.9882 4.0830 -0.005 -0.007 0.015 0.400
H -0.7841 -6.1036 -3.4051 0.000 -0.014 0.020 0.410
O 1.4324 -1.6589 0.3153 -0.154 0.099 -0.032 -0.648
C 0.6161 2.5846 2.4780 0.025 0.017 0.035 0.078
C 0.5640 -3.0986 -1.4301 -0.082 -0.213 -0.092 -0.011
N 0.6254 -0.7347 -1.5775 -0.252 0.080 -0.096 -0.194
H 3.0453 -0.1587 1.6796 0.018 -0.002 -0.001 0.523
C 0.7479 -4.3701 -0.9179 0.017 0.044 -0.005 -0.408
H -4.9282 3.2091 -0.8672 0.010 -0.007 -0.021 0.208
H -2.8693 4.6231 -0.5573 0.009 0.000 0.035 0.407
H -1.1209 -3.8022 -4.2943 0.008 -0.046 0.002 0.459
O -1.2920 -0.9892 0.5093 0.261 0.178 0.016 -0.400
C 0.2540 -5.4451 -1.6454 0.043 -0.063 0.082 -0.616
C -3.9791 2.7569 -0.6243 -0.132 -0.177 -0.016 -0.901
C 0.5310 1.9906 4.8092 -0.008 0.033 0.075 -0.478
C 0.3301 0.6624 4.4613 0.034 0.033 -0.006 -0.766
N -1.5002 1.6076 0.0199 0.357 -0.246 0.109 0.222
H 0.7358 3.3464 1.7151 -0.002 -0.019 -0.010 0.258
C 3.3904 0.4983 0.8935 -0.201 -0.125 0.077 -0.810
C 2.8051 1.8704 -0.8370 -0.198 -0.022 0.157 0.003
C -0.5934 -3.9725 -3.3649 -0.090 0.054 -0.140 -0.713
O 0.4389 -0.7564 -4.1068 0.149 -0.075 -0.017 -0.703
C -4.9343 0.4365 -0.5899 -0.305 0.226 -0.057 0.102
C 0.4090 1.2583 2.1321 -0.093 -0.012 -0.261 0.762
H 0.1092 -0.7449 2.8516 -0.022 0.015 0.001 0.489
C -3.8716 1.3681 -0.4565 -0.046 0.260 -0.054 0.497
C -2.4181 -0.5622 0.1222 -0.059 0.380 0.039 0.774
I -6.8764 1.0964 -0.9912 0.278 -0.091 0.013 0.084
C 4.7259 0.7281 0.6744 0.187 0.068 -0.037 -0.675
H 0.2158 -0.0894 5.2322 -0.006 -0.006 -0.008 0.396
C -3.5508 -1.4438 -0.0849 0.000 -0.382 0.050 -0.441
Br 1.3845 2.6806 -1.7800 0.184 -0.093 0.000 -0.026
C -2.6051 0.8297 -0.1234 0.153 -0.103 0.061 0.368
H 0.5717 2.2813 5.8514 0.001 -0.020 -0.004 0.395
H 4.3582 2.8480 -1.9406 0.011 -0.038 -0.011 0.489
C 5.1059 1.5685 -0.3740 -0.348 -0.146 0.164 1.042
C 4.1106 2.1664 -1.1406 0.160 0.117 -0.131 -0.569
H 6.9764 1.3746 -0.0752 0.019 -0.019 0.013 0.302
C -4.7668 -0.9534 -0.4410 0.153 -0.254 0.056 -0.598
N 2.4291 1.0487 0.1435 0.325 0.277 -0.195 0.143
O -1.6173 -0.7612 -2.7722 0.104 -0.050 0.121 -0.576
C 0.9303 -1.7960 -0.8169 0.276 -0.072 0.021 1.025
S -0.2401 -1.1596 -2.9109 -0.165 0.018 0.005 0.985
H 1.2548 -4.5123 0.0270 -0.017 0.027 0.012 0.509
```
Positions in Å, forces in eV/Å.

Properties
* net charge: 0
* spin multiplicity: 5
* energy relative to the best compared isomer or geometry (same formula, charge and spin): 56.78 kJ/mol
* Kohn-Sham gap (alpha / beta): 5.5 / 7.0 eV
* E_HOMO (alpha / beta): -5.42 / -8.83 eV

No. 6
DFT (ωB97M-V with the def2-TZVPD basis set) results for a 2-piece molecular cluster, C3H7IOS2 overall at a distorted geometry.

Geometry as XYZ:
```
14
Properties=species:S:1:pos:R:3:forces:R:3:mulliken_charge:R:1
C 1.1827 -1.4654 -0.4538 0.521 1.887 -1.435 -0.873
H 2.1571 -1.9364 -0.2419 -0.818 -0.522 -0.153 0.295
H 1.0551 -1.3251 -1.5129 0.528 -0.457 -0.958 0.291
H 2.2727 0.6006 -0.4032 -2.503 -1.241 0.766 0.220
H -1.4175 2.3172 -1.7827 -0.032 -0.225 0.279 0.188
S -1.3766 0.9669 -1.7429 -0.298 0.349 0.018 -0.210
I -3.8606 -0.7426 0.0128 -0.412 0.050 -0.072 -0.044
S -1.8886 0.7048 0.3439 1.050 -1.529 -0.512 0.483
H 1.1999 1.0748 1.7581 0.982 2.980 1.293 0.333
H 0.3125 -0.3362 1.9078 -0.919 -1.421 0.162 0.407
C 0.9263 0.2307 1.2758 0.378 -0.162 -1.511 -1.075
O -2.1795 1.9244 1.0315 -0.625 1.369 0.120 -0.469
H 0.2511 -1.9863 -0.2430 0.296 -0.049 1.135 0.306
C 1.3653 -0.0273 0.0505 1.853 -1.030 0.867 0.148
```
Positions in Å, forces in eV/Å.

Properties
* net charge: 0
* energy relative to the best compared isomer or geometry (same formula, charge and spin): 105.14 kJ/mol
* Kohn-Sham gap: 8.2 eV
* E_HOMO: -9.18 eV